Record 1
Computed, not measured: C5H8BN in the gas phase, with the ωB97M-V functional and the def2-TZVPD basis.

The geometry in XYZ format:
```
15
Properties=species:S:1:pos:R:3
B 0.56835 1.35006 0.66257
C 1.11177 -1.06362 0.18053
C 0.53462 -0.94831 -1.02756
C -1.08070 -0.39214 0.49516
C 0.22423 -0.13691 1.13577
C -0.51805 0.12314 -0.92943
N 0.06709 1.40819 -0.76393
H 1.10664 2.15240 1.26014
H 2.10625 -1.42550 0.38199
H 0.51192 -1.42499 -2.01121
H -1.36282 -1.44773 0.43069
H -1.93532 0.13460 0.95459
H 0.16442 -0.55166 2.21094
H -1.31712 -0.01958 -1.70700
H -0.18129 2.24204 -1.27327
```

SMILES ... B1N[C@H]2C=C[C@@H]1C2
Energy above the lowest of the compared OMol25 structures with the same formula, charge and spin ... 1.427 eV
DFT total energy ... -7479.54415 eV
Lowest unoccupied orbital energy ... 0.0303 Ha
E_HOMO ... -8.937 eV
Max |F| ... 0.089 Eh/bohr



Record 2
Computed, not measured: C5H8BNO3S in the gas phase, with the ωB97M-V functional and the def2-TZVPD basis.

The geometry in XYZ format:
```
19
Properties=species:S:1:pos:R:3
B 0.12046 2.33001 -2.08554
C 0.51457 1.29372 -1.05739
C -1.11826 -0.43531 1.28703
C 0.90422 -0.97389 -0.25669
C 1.68420 -2.00106 -1.09146
C -1.56486 -1.04415 3.53260
N 0.70366 0.22814 -0.63644
O -0.29789 3.58013 -1.75973
O 0.31122 1.96073 -3.39817
O -1.88545 -0.38435 2.29107
S 0.38625 -1.31140 1.39683
H 0.89905 -2.82576 -1.30944
H 1.88628 -1.38956 -1.94971
H 2.48162 -2.37170 -0.32474
H -0.57965 -0.64408 3.86462
H -1.59328 -2.11110 3.43164
H -2.31103 -0.87040 4.30055
H -0.70276 4.17659 -2.41888
H 0.16166 2.79344 -3.81616
```

Energy above the lowest of the compared OMol25 structures with the same formula, charge and spin ... 3.766 eV
DFT total energy ... -24456.19793 eV
Lowest unoccupied orbital energy ... 0.0126 Ha
E_HOMO ... -6.900 eV
Max |F| ... 0.073 Eh/bohr



Record 3
Computed, not measured: C5H8Br2O2 as an isolated structure, with the ωB97M-V functional and the def2-TZVPD basis.

The geometry in XYZ format:
```
17
Properties=species:S:1:pos:R:3
C -0.12247 -1.97380 -0.86366
C 0.90311 0.76076 -1.07353
C 1.24977 0.59762 1.40755
C -2.07894 0.44621 0.51625
C 0.77028 0.03159 0.16302
O -0.52808 -1.49441 -1.88399
O 0.50317 -1.35609 0.13677
Br -2.68601 0.98594 -1.14425
Br -2.50021 -1.37058 0.97175
H -0.10226 -2.98649 -0.65562
H 1.62496 0.17816 -1.65147
H -0.06698 0.88612 -1.58111
H 1.33354 1.82887 -0.82978
H 1.89806 1.42083 1.22350
H 1.65776 -0.22131 1.93636
H 0.48543 1.09394 1.99859
H -2.34112 1.17264 1.32963
```

Energy above the lowest of the compared OMol25 structures with the same formula, charge and spin ... 4.093 eV
DFT total energy ... -149490.69532 eV
Lowest unoccupied orbital energy (spin up / spin down) ... -0.0265 / 0.0159 Ha
E_HOMO (spin up / spin down) ... -7.258 / -8.332 eV
Max |F| ... 0.051 Eh/bohr



Record 4
Computed, not measured: C5H8BrP as an isolated structure, with the ωB97M-V functional and the def2-TZVPD basis.

The geometry in XYZ format:
```
15
Properties=species:S:1:pos:R:3
C 0.00131 -1.38113 1.73235
C -1.19328 0.43899 -0.21548
C -0.61811 1.71472 0.36123
C 0.80121 1.24344 0.44768
C 0.79692 -1.52047 -1.19937
P 0.22765 -0.59966 0.29287
Br -3.06000 -0.02055 -0.22603
H -0.32105 -2.47127 1.42229
H -0.92835 2.66189 -0.18447
H -1.07098 2.06704 1.37467
H 1.17688 1.32705 -0.53351
H 1.45934 1.54101 1.22742
H -0.00998 -2.29726 -1.49938
H 1.75846 -1.98827 -0.96501
H 0.97997 -0.71555 -2.03526
```

Energy above the lowest of the compared OMol25 structures with the same formula, charge and spin ... 5.982 eV
DFT total energy ... -84639.65598 eV
Lowest unoccupied orbital energy (spin up / spin down) ... -0.0235 / -0.0329 Ha
E_HOMO (spin up / spin down) ... -8.103 / -8.242 eV
Max |F| ... 0.078 Eh/bohr



Record 5
Computed, not measured: C5H8Cl2 as an isolated structure, with the ωB97M-V functional and the def2-TZVPD basis.

The geometry in XYZ format:
```
15
Properties=species:S:1:pos:R:3
C -0.44031 0.10414 1.19871
C 0.35726 0.96871 0.12740
C -0.26678 -0.84220 -0.00647
C -0.43414 1.96767 -0.68308
C 0.74926 -1.91169 -0.16807
Cl 2.07538 0.79513 0.22460
Cl -1.71731 -1.14918 -0.94506
H 0.21722 -0.13355 1.99316
H -1.49027 0.51098 1.46997
H -1.05555 2.52362 -0.01377
H -1.11478 1.32434 -1.33979
H 0.09367 2.64060 -1.29711
H 0.91767 -2.04618 -1.27076
H 0.44457 -2.87868 0.22969
H 1.66413 -1.87370 0.48057
```

Energy above the lowest of the compared OMol25 structures with the same formula, charge and spin ... 2.565 eV
DFT total energy ... -30357.31663 eV
Lowest unoccupied orbital energy ... 0.0296 Ha
E_HOMO ... -8.083 eV
Max |F| ... 0.096 Eh/bohr



Record 6
Computed, not measured: a 2-piece molecular cluster, C5H8Cl3NO2 overall, with the ωB97M-V functional and the def2-TZVPD basis.

The geometry in XYZ format:
```
19
Properties=species:S:1:pos:R:3
C -1.28074 0.78953 -0.79979
C -1.25407 0.03592 1.64668
C 1.91431 0.04550 -1.11761
C -0.78359 -0.15312 0.25164
C 1.33872 0.30661 0.23107
N -0.64800 -1.51346 -0.17652
O -0.38566 -1.71685 -1.34872
O -0.75792 -2.39058 0.65400
Cl 3.70011 0.25452 -1.03909
Cl 1.34950 1.97072 0.70944
Cl 1.95077 -0.74294 1.48480
H -0.85584 1.77926 -0.65187
H -1.01238 0.42747 -1.78826
H -2.36407 0.88253 -0.74284
H -0.79300 -0.68275 2.31982
H -2.33412 -0.12116 1.67919
H -1.04771 1.04838 1.97987
H 1.72350 -0.97731 -1.44259
H 1.54020 0.75773 -1.84925
```

Energy above the lowest of the compared OMol25 structures with the same formula, charge and spin ... 0.440 eV
DFT total energy ... -48463.27420 eV
Lowest unoccupied orbital energy ... -0.0323 Ha
E_HOMO ... -9.772 eV
Max |F| ... 0.069 Eh/bohr



Among the records above, which one has the highest DFT total energy? C5H8BN